No. 1
Density functional theory data (ωB97M-V/def2-TZVPD) for a 2-piece molecular cluster, CH4ClNOS2 overall.

The geometry in XYZ format:
```
10
CH4ClNOS2 ωB97M-V/def2-TZVPD
C 0.14731 1.60708 -1.02903
N 0.02087 -0.93680 0.87235
O 2.55670 0.91871 0.11788
S 1.99159 -0.51246 -2.38072
S 1.52218 0.34873 -0.77071
Cl 0.89485 3.14221 -1.45861
H -0.26366 1.18469 -1.84929
H -0.16134 1.63973 -0.06091
H 0.45953 -0.70818 1.76969
H 0.13772 -1.90786 0.66247
```

The energy above the lowest of the compared OMol25 structures with the same formula, charge and spin comes out at 62.8 kcal/mol. The spin multiplicity is 1. For the gap between HOMO and LUMO, the calculation gives 0.25803 hartree. The calculation puts the highest occupied orbital energy at -9.21 eV. Its lowest unoccupied orbital energy is -2.19 eV.

---

No. 2
Density functional theory data (ωB97M-V/def2-TZVPD) for a 3-piece molecular cluster, C30H63F2N8O7 overall.

The geometry in XYZ format:
```
110
C30H63F2N8O7 ωB97M-V/def2-TZVPD
C -3.88903 5.28677 4.92394
C -2.50267 4.69828 4.31501
C -2.31295 3.11321 4.50809
N -2.88236 2.28207 3.38341
N -2.13298 2.46920 2.20633
C -0.79931 1.75745 2.16592
C -0.60445 0.80817 0.88056
C -1.92749 0.01454 0.40960
C -1.85214 -0.04353 -1.22537
C -1.85755 -1.55271 0.87739
C -2.57487 3.24963 1.19272
N -1.86591 3.56118 -0.08119
C -2.80382 4.45728 -0.71261
N -2.76677 5.19915 -1.98399
C -3.93695 4.91690 -2.84965
O -4.11753 3.83009 -3.44865
F -4.86751 6.00591 -3.02104
C -1.47908 5.06915 -2.69230
O -0.41013 5.22556 -2.07730
F -1.42293 4.81523 -4.10945
N -4.02040 4.69017 0.03817
N -3.84765 3.93796 1.16465
O -4.88192 3.98144 2.02143
C -6.03128 3.20981 1.53798
C -7.27001 4.15980 1.04309
C -7.41783 4.16539 -0.56202
C -8.62761 3.85327 1.85205
C -9.44607 5.23369 2.18991
C -9.67319 2.89591 1.08247
H -4.63894 4.47950 5.23200
H -4.38453 5.92040 4.08532
H -3.63749 6.02025 5.76610
H -2.38448 5.07151 3.23755
H -1.65361 5.20927 4.92136
H -2.79807 2.84173 5.52580
H -1.17428 2.93433 4.66425
H -2.76457 1.29631 3.69477
H 0.05558 2.53680 2.16838
H -0.63736 1.12526 3.12388
H 0.21314 0.00065 1.05107
H -0.21939 1.45053 0.00429
H -2.91990 0.51035 0.70217
H -0.92504 -0.64492 -1.57411
H -2.76519 -0.58866 -1.65108
H -1.76036 1.01122 -1.69036
H -2.14839 -1.65267 1.98343
H -2.58405 -2.17162 0.21430
H -0.81036 -1.99847 0.65619
H -4.78035 5.30989 -0.27627
H -5.72689 2.53261 0.66092
H -6.35693 2.51399 2.40941
H -6.94532 5.23509 1.34852
H -6.94998 3.20655 -1.01979
H -8.48632 4.28957 -0.94943
H -6.81713 5.06230 -0.99886
H -8.38851 3.34984 2.85916
H -9.43858 5.36024 3.32900
H -10.51364 5.22578 1.77438
H -8.90407 6.15120 1.74270
H -10.47140 2.44742 1.79540
H -9.19639 2.05647 0.46632
H -10.27294 3.56642 0.35191
C 5.56333 -1.91222 -0.87401
O 5.08955 -0.60545 -1.16888
C 5.43486 -0.15582 -2.48096
C 4.20106 -0.11583 -3.38620
N 3.73364 -1.46278 -3.71641
C 2.40419 -1.49704 -4.33047
C 1.22250 -0.95003 -3.51210
O 0.88736 -1.73723 -2.37154
C 1.68254 -1.48231 -1.22413
H 5.44501 -2.08056 0.19779
H 4.97661 -2.66872 -1.40078
H 6.62183 -2.01863 -1.12589
H 6.24193 -0.74999 -2.92279
H 5.80707 0.86733 -2.36674
H 4.45044 0.41193 -4.31241
H 3.43023 0.45800 -2.86187
H 3.70472 -2.02115 -2.86991
H 2.19530 -2.54797 -4.55665
H 2.44709 -0.97262 -5.29148
H 0.34046 -0.98517 -4.16096
H 1.34617 0.10296 -3.23759
H 1.99593 -0.43790 -1.15438
H 2.54909 -2.14626 -1.21413
H 1.08606 -1.72170 -0.33998
C 9.74272 -8.27397 0.06428
O 9.07554 -7.93705 -1.14277
C 7.89660 -8.71018 -1.37836
C 6.63814 -7.85794 -1.19390
N 6.41841 -7.52156 0.21343
C 5.41003 -6.48044 0.42579
C 5.66937 -5.09355 -0.18721
O 6.75159 -4.38390 0.40920
C 8.03409 -4.74062 -0.08420
H 10.72488 -7.79731 0.05102
H 9.19656 -7.89657 0.93240
H 9.88359 -9.35480 0.15337
H 7.86603 -9.61553 -0.76265
H 7.94232 -9.02795 -2.42487
H 5.77052 -8.41128 -1.56772
H 6.76051 -6.95869 -1.80573
H 7.29176 -7.20237 0.61886
H 5.32025 -6.35422 1.50998
H 4.44158 -6.85217 0.07252
H 4.77856 -4.48641 0.00810
H 5.77454 -5.12290 -1.27692
H 8.01500 -5.01701 -1.14085
H 8.45552 -5.54793 0.51805
H 8.69302 -3.87664 0.03283
```

The spin multiplicity is 1. For the gap between HOMO and LUMO, the calculation gives 0.22716 hartree. The calculation puts the highest occupied orbital energy at -9.85 eV. Its lowest unoccupied orbital energy is -3.67 eV. As for the net charge: +1.

---

No. 3
Density functional theory data (ωB97M-V/def2-TZVPD) for an isolated molecule of C4H6OS.

The geometry in XYZ format:
```
12
C4H6OS ωB97M-V/def2-TZVPD
C -0.37448 1.22608 0.67638
C 0.12580 -0.99191 -1.14023
C -0.11651 -1.07746 0.26835
C 0.44641 -0.02307 1.09933
H -0.02998 2.26100 1.09625
H -1.42449 1.05230 1.05042
H 1.04621 -1.24305 -1.50327
H -0.62572 -1.57368 -1.82977
H -1.22785 -1.03720 0.43142
H 1.55138 0.13812 1.07965
O 0.52347 -1.38676 1.68316
S -0.24779 1.04342 -1.20081
```

The energy above the lowest of the compared OMol25 structures with the same formula, charge and spin comes out at 120.5 kcal/mol. The SMILES is C1SC[C@H]2O[C@H]12. The spin multiplicity is 1. For the gap between HOMO and LUMO, the calculation gives 0.35226 hartree. The calculation puts the highest occupied orbital energy at -9.27 eV. Its lowest unoccupied orbital energy is 0.31 eV.

---

No. 4
Density functional theory data (ωB97M-V/def2-TZVPD) for an isolated molecule of C4H2O4.

The geometry in XYZ format:
```
10
C4H2O4 ωB97M-V/def2-TZVPD
C 1.23675 0.09534 -0.86237
C -1.15305 -0.12898 -0.65448
C -1.16994 -0.14079 0.66964
C 1.23038 -0.12545 0.74134
H -2.29996 0.32419 -1.08343
H -2.23633 -0.30783 1.15925
O 2.27580 0.54681 -1.46377
O 0.06004 -0.15545 -1.39146
O -0.06815 -0.18932 1.40889
O 2.12445 0.08147 1.47638
```

The energy above the lowest of the compared OMol25 structures with the same formula, charge and spin comes out at 45.5 kcal/mol. The SMILES is O=c1occoc1=O. The spin multiplicity is 1. For the gap between HOMO and LUMO, the calculation gives 0.34489 hartree. The calculation puts the highest occupied orbital energy at -10.03 eV. Its lowest unoccupied orbital energy is -0.64 eV.

---

No. 5
Density functional theory data (ωB97M-V/def2-TZVPD) for C44H55BaCl3N7O4P2S as an isolated structure.

The geometry in XYZ format:
```
117
C44H55BaCl3N7O4P2S ωB97M-V/def2-TZVPD
Ba 0.38293 -0.10452 -0.41232
N -1.31965 -2.63007 3.10548
C -1.74231 -1.37150 2.49373
C -1.41495 -1.29874 0.99554
O -0.53235 -2.11607 0.57493
N -1.93860 -0.41936 0.19023
C -2.60659 0.74820 0.71439
C -1.61492 1.94042 0.76752
O -2.07529 3.07915 0.74404
O -0.37644 1.60586 0.81792
H -0.43064 -2.85734 2.66196
H -1.93804 -3.36301 2.77174
H -1.23374 -0.54198 2.99442
H -2.81196 -1.23525 2.65603
H -3.02249 0.63718 1.72377
H -3.43115 1.04392 0.06620
C -2.50653 2.03426 -2.52676
P -0.71947 1.60438 -2.70186
C -0.88973 0.71245 -4.32992
N -0.90489 1.39280 -5.44215
C -1.07694 0.71709 -6.61020
C -1.06482 1.42242 -7.83436
C -1.26606 0.75212 -9.00762
C -1.48789 -0.64396 -9.00806
C -1.50061 -1.34428 -7.83507
C -1.28902 -0.67046 -6.61131
N -1.28422 -1.37544 -5.44698
C -1.05310 -0.73237 -4.33637
P -0.98817 -1.63999 -2.70503
C -2.79899 -1.95639 -2.58258
C -0.33191 -3.38858 -3.00538
C 1.18775 -3.33675 -2.81163
C -0.93397 -4.23129 -1.86890
C -0.64847 -4.06373 -4.33598
C 0.05958 3.26273 -3.08274
C 0.32003 3.88246 -1.70246
C -0.78443 4.23096 -3.90957
C 1.40164 2.99842 -3.77311
H -2.90277 2.46618 -3.44615
H -2.61797 2.73585 -1.69779
H -3.06577 1.13257 -2.27685
H -0.89431 2.49089 -7.80546
H -1.25646 1.29027 -9.94690
H -1.64442 -1.15834 -9.94766
H -1.66029 -2.41448 -7.80595
H -3.14215 -2.62834 -3.37140
H -3.33158 -1.00998 -2.66772
H -3.01296 -2.36940 -1.59858
H 1.45792 -2.88196 -1.85562
H 1.67495 -2.76505 -3.59809
H 1.59263 -4.35351 -2.82845
H -0.89314 -3.71153 -0.90929
H -0.35738 -5.15688 -1.77562
H -1.97037 -4.50142 -2.08104
H -0.12606 -3.59290 -5.16525
H -1.71527 -4.04965 -4.56285
H -0.32728 -5.10977 -4.27208
H -0.60105 4.10315 -1.16006
H 0.87402 4.81630 -1.83792
H 0.91504 3.22719 -1.06378
H -1.71443 4.48984 -3.39956
H -1.01888 3.82611 -4.89128
H -0.21551 5.15748 -4.03892
H 2.00501 2.26228 -3.23461
H 1.97138 3.93122 -3.81979
H 1.25278 2.64121 -4.79337
C 4.18787 1.13758 0.16255
C 4.17865 0.68897 -1.27182
C 5.25811 0.70990 -2.14276
C 4.75837 0.28457 -3.39575
C 3.40877 0.03538 -3.19967
C 2.40764 -0.35494 -4.24373
N 3.04153 0.26723 -1.90371
H 4.83679 2.00836 0.28214
H 4.55523 0.36618 0.84955
H 3.18676 1.41952 0.49397
H 6.26743 1.02152 -1.90785
H 5.30142 0.19000 -4.32677
H 2.68677 -1.27036 -4.77439
H 2.27153 0.42504 -5.00034
H 1.44053 -0.52261 -3.76764
Cl -0.32589 -3.05251 8.44912
C 0.96616 -3.09784 7.28752
C 0.68522 -2.97619 5.93838
C 1.73465 -3.03221 5.03683
C 3.05455 -3.19350 5.44728
C 4.17657 -3.18156 4.43359
C 4.50661 -1.75988 3.98368
N 3.38634 -1.08597 3.36831
C 2.58461 -0.11960 3.93596
C 1.65293 0.19444 2.99273
N 1.85690 -0.56970 1.86663
C 2.88989 -1.32767 2.13055
O 3.88746 -3.89637 3.24837
C 3.67867 -5.29543 3.40576
C 2.25092 -5.70584 3.20070
C 1.56313 -5.51378 2.03952
Cl 2.14954 -4.78478 0.60705
S -0.04010 -6.11960 2.11047
C 0.19303 -6.64965 3.72242
C 1.44234 -6.36337 4.17254
C 3.29126 -3.28460 6.81591
Cl 4.91758 -3.43075 7.43744
C 2.26365 -3.24901 7.74345
H -0.32212 -2.82502 5.57196
H 1.52885 -2.93896 3.97797
H 5.08369 -3.58928 4.89162
H 5.32285 -1.81532 3.26204
H 4.83543 -1.17686 4.84376
H 2.76047 0.24879 4.93188
H 0.86892 0.93375 3.02102
H 3.33573 -2.04382 1.45914
H 4.01560 -5.62086 4.39461
H 4.30585 -5.78513 2.65608
H -0.61357 -7.12516 4.25568
H 1.78712 -6.59246 5.17166
H 2.47465 -3.32837 8.79991
```

The energy above the lowest of the compared OMol25 structures with the same formula, charge and spin comes out at 23.7 kcal/mol. The spin multiplicity is 1. For the gap between HOMO and LUMO, the calculation gives 0.19132 hartree. The calculation puts the highest occupied orbital energy at -3.45 eV. Its lowest unoccupied orbital energy is 1.75 eV. As for the net charge: -1.

---

No. 6
Density functional theory data (ωB97M-V/def2-TZVPD) for a 2-piece molecular cluster, C5H14N2O2 overall.

The geometry in XYZ format:
```
23
C5H14N2O2 ωB97M-V/def2-TZVPD
C 0.17399 -2.34782 0.68936
C 1.65537 1.04410 0.65074
C 1.58069 -0.12900 -1.50467
N 0.89416 0.21253 -0.26789
O 1.21469 -1.54029 0.81530
H -0.39468 -2.52531 1.61660
H 0.36698 -3.27966 0.13134
H -0.63498 -1.82575 0.01966
H 2.66288 0.64458 0.73377
H 1.68329 2.06406 0.24571
H 2.51075 -0.63167 -1.24792
H 1.76874 0.77731 -2.08643
H 0.95132 -0.78391 -2.10249
H 1.17928 1.04581 1.62265
C -2.36245 1.11556 0.96164
C -0.51393 0.43093 -0.38889
O -1.00394 0.70719 0.92048
N -0.88905 1.14279 -1.48786
H -1.85354 0.91850 -1.72287
H -0.84370 -0.69671 -0.57545
H -2.58971 1.30773 2.00857
H -3.03070 0.32594 0.59435
H -2.52547 2.02311 0.37432
```

The energy above the lowest of the compared OMol25 structures with the same formula, charge and spin comes out at 162.5 kcal/mol. The spin multiplicity is 1. For the gap between HOMO and LUMO (spin up / spin down), the calculation gives 0.24347 / 0.33612 hartree. The calculation puts the highest occupied orbital energy (spin up / spin down) at -7.93 / -9.06 eV. Its lowest unoccupied orbital energy (spin up / spin down) is -1.31 / 0.08 eV.

---

Q: What is the formula in the fourth record?
A: C4H2O4

---

Q: Look up the spin multiplicity of the fourth one.
A: 1